i | DFT (wB97M-V/def2-TZVPD) results for a molecular structure, C52H59BN7OP2SSbTe2Ti.

Last column: Mulliken charge in e.
Cartesian coordinates (Å):
Ti 0.83545 0.25807 0.13042  1.41
C 0.96155 2.75512 5.93517  -1.28
C -0.04563 2.60899 4.96981  -0.26
N 0.43404 2.09550 3.84849  -0.21
N 1.74543 1.88797 4.05453  0.64
C 2.09106 2.28773 5.29559  -0.42
B 2.74868 1.47433 2.94007  -0.29
N 2.71126 -0.04729 2.62716  -0.55
C 3.44805 -0.94133 3.31533  -0.23
C 3.30434 -2.18432 2.73749  -1.76
C 2.45773 -1.94817 1.65014  -0.84
N 2.10234 -0.67192 1.60016  1.83
N 2.51546 2.39765 1.72044  0.47
C 2.86811 3.69737 1.77023  -0.80
C 1.99942 4.43540 0.99751  -1.29
C 1.10101 3.48144 0.50818  -0.92
N 1.41310 2.26946 0.93676  1.05
H 0.87985 3.13725 6.93829  0.40
H -1.09726 2.83959 5.03877  0.42
H 3.11499 2.21420 5.61957  0.53
H 3.83943 1.68074 3.40403  -0.27
H 4.02161 -0.61718 4.16634  0.50
H 3.75395 -3.11103 3.04440  0.49
H 2.11073 -2.62645 0.88728  0.36
H 3.72452 3.99261 2.35313  0.46
H 2.02017 5.49007 0.79575  0.48
H 0.26544 3.61054 -0.16134  0.73
Te -1.23454 -3.72542 2.53205  0.21
C -3.16954 -4.49210 3.00136  0.00
C -4.14791 -4.63497 2.01986  0.13
C -5.40456 -5.09243 2.37724  -0.47
N -5.75393 -5.42296 3.62120  -0.68
C -4.81482 -5.29223 4.55318  -0.33
C -3.52906 -4.83550 4.30152  -0.26
C -1.81217 -2.03082 1.52279  -0.30
P -1.28243 -1.89604 -0.19317  0.78
C -2.79806 -1.20138 -1.00937  0.30
C -2.67967 -0.28923 -2.05419  -0.50
C -3.81293 0.22812 -2.66778  -0.43
C -5.07325 -0.15070 -2.23428  -0.89
C -5.20170 -1.03462 -1.16922  -0.57
C -4.07059 -1.54681 -0.55774  -0.22
C -1.27146 -3.56478 -0.95792  0.71
C -2.34294 -4.10552 -1.66272  -0.84
C -2.24365 -5.35680 -2.25729  -0.75
C -1.06511 -6.08272 -2.16326  -0.56
C 0.01614 -5.54637 -1.47486  -0.83
C -0.08919 -4.30073 -0.88627  -0.11
P -1.18287 -0.44131 2.16774  1.11
C -1.38985 -0.65587 3.97648  0.58
C -0.27736 -0.55871 4.80505  -0.36
C -0.37891 -0.81829 6.16407  -0.80
C -1.59917 -1.17624 6.71547  -0.73
C -2.71176 -1.30386 5.89520  -1.05
C -2.60221 -1.06188 4.53604  -0.34
C -2.46742 0.83882 1.72044  0.12
C -3.74506 0.98269 2.26321  -0.38
C -4.61458 1.95614 1.79908  -0.94
C -4.22941 2.80405 0.77000  -0.69
C -2.96891 2.66937 0.20932  -0.94
C -2.10240 1.69999 0.69061  0.87
H -3.93449 -4.38783 0.98817  0.22
H -6.17396 -5.20237 1.61769  0.36
H -5.10350 -5.55309 5.56841  0.34
H -2.82374 -4.72953 5.11611  0.33
H -1.69725 0.04357 -2.35093  0.10
H -3.70515 0.94800 -3.47141  0.46
H -5.95878 0.26170 -2.70615  0.32
H -6.18400 -1.31056 -0.80361  0.42
H -4.15000 -2.19514 0.30707  0.22
H -3.26850 -3.54802 -1.76072  0.40
H -3.09342 -5.75608 -2.79888  0.41
H -0.98597 -7.05648 -2.63176  0.35
H 0.94730 -6.09511 -1.40456  0.42
H 0.76411 -3.88719 -0.36299  0.24
H 0.68311 -0.29025 4.38027  0.17
H 0.50265 -0.73474 6.78848  0.45
H -1.68157 -1.36884 7.77921  0.34
H -3.66381 -1.61946 6.30537  0.40
H -3.45059 -1.25368 3.89193  0.50
H -4.07881 0.32519 3.05478  0.19
H -5.60284 2.04301 2.23599  0.39
H -4.91480 3.55988 0.40395  0.37
H -2.65678 3.30729 -0.60819  0.48
H -1.11520 1.59713 0.22981  -0.18
C -0.88272 4.47454 -4.05897  -1.21
C 0.32867 3.79060 -4.67688  -0.86
Sb 1.68366 3.11065 -3.10245  -0.69
C 3.27508 2.43531 -4.40034  -0.03
C 3.10544 2.62828 -5.89772  -1.27
C 2.51082 5.09764 -2.75899  -0.79
C 3.06734 5.84862 -3.95302  -1.16
H -1.61065 4.81197 -4.80415  0.38
H -0.59052 5.35207 -3.47515  0.28
H -1.40706 3.80223 -3.37529  0.18
H 0.83614 4.45746 -5.37692  0.50
H 0.01611 2.91025 -5.24464  0.46
H 3.41210 1.38077 -4.15911  -0.29
H 4.17589 2.93167 -4.03284  0.64
H 2.20180 2.13657 -6.26661  0.26
H 3.95083 2.20435 -6.44842  0.34
H 3.03011 3.68294 -6.17244  0.29
H 3.28807 4.93682 -2.00761  0.48
H 1.72802 5.68186 -2.26630  0.46
H 3.87608 5.29274 -4.43110  0.23
H 3.47333 6.82720 -3.67396  0.40
H 2.30349 6.02409 -4.71467  0.25
Te 4.16651 1.03711 -0.87223  -0.04
C 5.33108 -0.32982 -1.96924  0.01
C 5.77050 -1.56523 -1.55716  -0.38
C 6.53411 -2.26029 -2.53073  -0.57
C 6.67871 -1.55725 -3.68929  -0.60
S 5.86968 -0.04623 -3.57681  -0.13
H 5.54099 -1.95066 -0.57424  0.49
H 6.95524 -3.24526 -2.37402  0.35
H 7.20461 -1.85686 -4.58123  0.37
C 0.53867 -0.20744 -4.18419  -1.25
C 0.70519 -0.88065 -2.82129  1.47
C 1.99343 -1.70137 -2.79099  -0.99
O 0.68239 0.04954 -1.80303  1.04
H 1.43140 0.37092 -4.43842  0.02
H 0.38947 -0.95198 -4.97171  0.43
H -0.31950 0.46906 -4.18707  0.08
H -0.13744 -1.59818 -2.71028  -0.60
H 2.85777 -1.07901 -3.03154  -0.22
H 1.94419 -2.53752 -3.49573  0.49
H 2.16343 -2.10214 -1.78879  0.02

The value obtained for the HOMO energy (spin up / spin down) is -1.043 / -1.386 eV. As for the spin multiplicity: 3. Its total charge is -2.

***

ii | DFT (wB97M-V/def2-TZVPD) results for a molecular structure, C52H59BN7OP2SSbTe2Ti.

Last column: Mulliken charge in e.
Cartesian coordinates (Å):
Ti 0.29224 0.83626 0.24662  -0.41
C 2.49281 -0.02300 -3.38189  -2.43
C 1.31746 0.11272 -2.62282  -0.62
N 1.53999 0.78305 -1.49613  1.53
N 2.87139 1.10841 -1.52084  0.39
C 3.45062 0.62201 -2.63710  -0.29
B 3.47851 2.27204 -0.70861  -0.58
N 3.04742 2.19137 0.78958  0.39
C 3.83614 2.58039 1.79896  -0.29
C 3.14373 2.45123 2.98554  -1.79
C 1.90160 1.94762 2.60135  -0.19
N 1.84238 1.77600 1.27838  1.53
N 3.05481 3.60547 -1.39356  0.05
C 3.78234 4.74617 -1.40160  -0.36
C 3.08634 5.69213 -2.11772  -1.25
C 1.92007 5.00941 -2.52179  -0.14
N 1.91246 3.75856 -2.08802  0.05
H 2.61869 -0.52925 -4.32683  0.49
H 0.33150 -0.25628 -2.84841  1.02
H 4.50464 0.77939 -2.81702  0.54
H 4.69047 2.23030 -0.74195  -0.22
H 4.84137 2.92358 1.60242  0.45
H 3.48234 2.68523 3.98244  0.43
H 1.06057 1.69427 3.22116  0.17
H 4.73448 4.80161 -0.89055  0.39
H 3.36571 6.71614 -2.31731  0.39
H 1.08630 5.37770 -3.10708  0.33
Te 1.93411 -4.37255 -0.18594  0.25
C 0.97022 -5.63438 1.25279  0.10
C 1.65666 -6.07922 2.37431  -0.11
C 1.05077 -6.99352 3.23063  -0.43
N -0.17392 -7.48428 3.04817  -0.70
C -0.82567 -7.05487 1.96457  -0.39
C -0.30071 -6.15295 1.04822  -0.06
C 1.20770 -2.38503 -0.15091  -1.45
P 1.88891 -1.14767 0.90902  2.22
C 3.71371 -1.26917 0.75898  0.29
C 4.29998 -1.66780 -0.43443  -0.58
C 5.67871 -1.61611 -0.60841  -0.83
C 6.49535 -1.14850 0.41011  -0.63
C 5.92185 -0.73012 1.60097  -0.86
C 4.54093 -0.77483 1.76473  -0.54
C 1.66519 -1.66341 2.68150  0.40
C 0.55389 -1.16646 3.36268  -0.05
C 0.21576 -1.63652 4.62655  -0.64
C 0.97066 -2.63985 5.21730  -0.78
C 2.06686 -3.16443 4.54111  -0.83
C 2.41189 -2.67728 3.28523  -0.09
P -0.44903 -1.87645 -0.49516  1.97
C -0.86118 -2.93077 -1.97889  0.75
C -2.06261 -3.60062 -2.20236  -0.80
C -2.32394 -4.24241 -3.41263  -0.82
C -1.39403 -4.22250 -4.43678  -0.68
C -0.17439 -3.59459 -4.21914  -0.87
C 0.08723 -2.97039 -3.00646  -0.24
C -1.62438 -2.59742 0.73164  1.09
C -2.99854 -2.37972 0.58895  -0.40
C -3.90656 -2.90161 1.49970  -0.88
C -3.45455 -3.62813 2.59724  -1.05
C -2.09234 -3.82226 2.77101  -0.56
C -1.18938 -3.31276 1.84120  -0.82
H 2.65666 -5.71879 2.58304  0.33
H 1.57656 -7.35100 4.11189  0.37
H -1.82532 -7.45810 1.82703  0.40
H -0.88229 -5.85004 0.18435  0.31
H 3.66180 -2.01786 -1.23731  0.10
H 6.11748 -1.94423 -1.54499  0.45
H 7.57026 -1.10200 0.27485  0.35
H 6.54897 -0.36610 2.40618  0.41
H 4.09611 -0.42208 2.68696  0.51
H -0.05988 -0.42592 2.86630  -0.48
H -0.64993 -1.23125 5.13879  0.48
H 0.69903 -3.02232 6.19551  0.35
H 2.65120 -3.96100 4.99337  0.41
H 3.26549 -3.09026 2.75697  0.57
H -2.80521 -3.65773 -1.42111  0.47
H -3.26486 -4.76497 -3.54408  0.42
H -1.60949 -4.69852 -5.38616  0.35
H 0.58196 -3.59388 -4.99600  0.42
H 1.05317 -2.51167 -2.83248  0.03
H -3.35957 -1.78812 -0.24633  0.60
H -4.96849 -2.73599 1.35740  0.41
H -4.16081 -4.02517 3.31727  0.37
H -1.72181 -4.37960 3.62474  0.56
H -0.12861 -3.48437 1.97883  -0.37
C -0.37599 2.17456 -4.94535  -1.05
C -1.45478 2.94880 -4.17078  -1.09
Sb -1.43476 2.38443 -2.05035  0.15
C -3.17990 3.58521 -1.53278  0.28
C -4.04914 4.10605 -2.68166  -1.39
C -2.54290 0.53688 -2.49541  1.27
C -3.87172 0.61365 -3.24636  -1.60
H -0.31173 2.49199 -5.99360  0.44
H -0.58679 1.09779 -4.94285  0.18
H 0.60942 2.31225 -4.48888  0.14
H -2.44759 2.78085 -4.59918  0.57
H -1.25481 4.02678 -4.21636  0.43
H -2.76222 4.42645 -0.97529  0.06
H -3.77739 3.00263 -0.82615  0.04
H -3.46284 4.70700 -3.38261  0.23
H -4.85296 4.74533 -2.29648  0.42
H -4.51246 3.29697 -3.25143  0.23
H -2.66147 0.05114 -1.52744  -0.97
H -1.84555 -0.08781 -3.06421  0.19
H -4.61871 1.18729 -2.68979  0.33
H -4.28219 -0.39033 -3.41681  0.39
H -3.74933 1.08072 -4.22796  0.35
Te -0.06915 4.24097 1.17224  -0.16
C -1.54644 5.74499 1.36647  -0.10
C -2.90702 5.63750 1.54209  0.04
C -3.57960 6.88528 1.74074  -0.76
C -2.73172 7.95269 1.71095  -0.50
S -1.11801 7.41858 1.43718  -0.19
H -3.41953 4.68078 1.52967  0.35
H -4.64910 6.97461 1.90567  0.32
H -2.95916 9.00233 1.84326  0.35
C -2.29383 1.40213 3.02718  -1.36
C -2.47728 1.47121 1.52114  1.37
C -3.84381 0.90672 1.14043  -1.26
O -1.41073 0.83925 0.86070  1.29
H -3.12214 1.91137 3.53170  0.48
H -1.36261 1.89860 3.31033  0.11
H -2.27250 0.35134 3.34824  0.14
H -2.47513 2.52825 1.24485  -0.86
H -3.97966 -0.09117 1.56057  0.29
H -3.95834 0.84962 0.05383  -0.02
H -4.62634 1.56330 1.53675  0.45

The value obtained for the HOMO energy (spin up / spin down) is -0.317 / -1.127 eV. As for the spin multiplicity: 3. Its total charge is -2.

***

Most stable to least stable, the ends of the list are ii and i.

***

i | DFT (wB97M-V/def2-TZVPD) results for a molecular structure, C20H21BF6N15NaO6S2.

Last column: Mulliken charge in e.
Cartesian coordinates (Å):
Na -0.12555 -0.58198 -0.11431  0.94
C 3.54854 -2.59520 2.34123  -1.44
C 3.06110 -1.75211 1.32951  -0.22
N 1.74650 -1.60795 1.42277  0.88
N 1.35673 -2.34759 2.47670  -0.41
C 2.41816 -2.94918 3.04716  -0.22
B -0.11308 -2.47242 2.94762  0.02
N -0.71452 -1.09661 3.27291  -0.01
C -1.20777 -0.67973 4.45599  -0.18
C -1.70252 0.59649 4.28630  -1.29
C -1.45913 0.87639 2.92939  -0.33
N -0.86607 -0.14394 2.33422  0.44
N -0.98713 -3.20211 1.90817  0.05
C -1.58455 -4.40023 2.05914  -0.20
C -2.33616 -4.65268 0.93195  -1.22
C -2.13077 -3.51615 0.13115  -0.30
N -1.32078 -2.65486 0.72476  0.13
H 4.56498 -2.90132 2.52301  0.40
H 3.59798 -1.24461 0.54217  0.45
H 2.28144 -3.58440 3.90670  0.41
H -0.10281 -3.14002 3.95913  -0.25
H -1.16965 -1.32568 5.31784  0.40
H -2.17231 1.22643 5.02298  0.40
H -1.67409 1.76463 2.35549  0.36
H -1.43180 -4.97179 2.95988  0.41
H -2.94832 -5.51294 0.72099  0.38
H -2.54893 -3.28046 -0.83528  0.44
F 1.52065 1.19904 -4.27294  -0.20
C 2.60142 1.39769 -3.52142  0.47
F 2.75424 2.71393 -3.34651  -0.23
F 3.66792 0.94540 -4.19165  -0.24
S 2.44489 0.55979 -1.87375  1.14
O 1.04754 0.69343 -1.55765  -0.67
O 3.43003 1.21566 -1.06999  -0.73
N 2.87475 -0.92496 -2.14352  -0.53
S 1.79592 -1.99956 -2.56590  1.14
O 0.86639 -2.31584 -1.51775  -0.45
O 1.28799 -1.85161 -3.90111  -0.69
C 2.92457 -3.45431 -2.65598  0.40
F 3.84812 -3.29449 -3.61039  -0.23
F 2.19890 -4.53623 -2.96395  -0.22
F 3.54538 -3.68070 -1.50237  -0.20
N -1.62174 -0.32216 -2.48443  0.36
N -2.84727 -0.31880 -3.19977  -0.57
C -4.07179 -0.34328 -2.43968  0.51
O -5.03596 -0.83704 -3.05369  -0.82
O -4.03757 0.15944 -1.28936  -0.78
H -0.90882 0.11414 -3.05635  0.08
H -1.32379 -1.28600 -2.34275  0.09
H -2.90142 -1.01534 -3.93001  0.23
N -2.92278 2.51645 -1.50569  -0.08
C -1.94127 3.31601 -1.14713  0.33
N -1.94256 4.57281 -1.66299  -0.75
C -0.92541 5.32127 -1.29063  0.32
N -0.86282 6.59548 -1.81829  -0.49
N 0.06911 4.97475 -0.47084  -0.71
C -0.03314 3.71604 -0.01457  0.03
N -0.98677 2.85884 -0.29339  0.05
C 1.05458 3.28757 0.92815  0.71
C 2.01578 4.21069 1.33667  -0.69
C 3.00374 3.79554 2.21200  -0.55
C 2.99671 2.48351 2.65503  -1.03
C 1.99787 1.63925 2.19020  -0.08
N 1.05571 2.02522 1.34124  0.62
H -3.60194 2.89574 -2.14204  0.22
H -3.08138 1.51833 -1.23114  0.18
H -1.74162 6.94677 -2.15842  0.27
H -0.29642 7.23468 -1.28746  0.26
H 1.96935 5.22007 0.95768  0.47
H 3.76962 4.48865 2.54092  0.38
H 3.74826 2.10864 3.33774  0.43
H 1.94826 0.60236 2.50158  0.20

The value obtained for the HOMO energy is -3.090 eV. Its total charge is -2.

***

ii | DFT (wB97M-V/def2-TZVPD) results for a molecular structure, C20H21BF6N15NaO6S2.

Last column: Mulliken charge in e.
Cartesian coordinates (Å):
Na 0.99382 -0.25366 0.49402  0.86
C -1.69288 2.79740 -2.87511  -1.28
C -0.77837 1.73346 -2.77547  -0.29
N 0.03873 1.89323 -1.74780  0.03
N -0.31850 3.05549 -1.16573  0.33
C -1.35937 3.61437 -1.81558  -0.24
B 0.34425 3.62775 0.11087  0.05
N 1.86548 3.41858 0.11645  -0.51
C 2.80635 4.37383 0.26074  -0.24
C 4.03929 3.75991 0.28395  -1.28
C 3.73791 2.39088 0.14516  -0.21
N 2.43273 2.19910 0.04681  0.48
N -0.28107 3.00767 1.39343  0.08
C -1.10947 3.61732 2.26182  -0.28
C -1.41554 2.72056 3.26593  -1.25
C -0.70097 1.56267 2.91184  -0.37
N -0.02614 1.74549 1.78513  0.53
H -2.48079 2.94268 -3.59568  0.37
H -0.69574 0.84802 -3.38821  0.47
H -1.77554 4.55386 -1.48906  0.45
H 0.11480 4.81999 0.14396  -0.24
H 2.53013 5.41265 0.34079  0.43
H 5.00479 4.22602 0.39104  0.39
H 4.40286 1.53888 0.13013  0.46
H -1.41143 4.64086 2.10925  0.45
H -2.04016 2.88340 4.12873  0.40
H -0.65201 0.61404 3.42266  0.36
F 3.33232 -3.45103 1.96604  -0.18
C 3.65867 -2.58421 2.90266  0.55
F 3.68070 -3.24636 4.07835  -0.26
F 4.87446 -2.09834 2.69461  -0.22
S 2.42566 -1.21657 3.08695  1.09
O 2.40245 -0.39856 1.90792  -0.60
O 2.84748 -0.60933 4.31613  -0.73
N 1.11305 -2.07378 3.32996  -0.57
S 0.00650 -2.44813 2.27521  1.10
O -0.46903 -1.35792 1.45201  -0.34
O 0.14341 -3.74471 1.68087  -0.75
C -1.35649 -2.68499 3.48639  0.45
F -2.48120 -2.98223 2.82452  -0.22
F -1.09340 -3.68986 4.32517  -0.23
F -1.58482 -1.58761 4.21086  -0.22
N 2.74115 0.21092 -2.64619  -0.70
N 3.67076 -0.66574 -2.03022  -0.17
C 3.33361 -1.36342 -0.83345  0.37
O 4.28259 -1.74435 -0.13673  -0.78
O 2.08946 -1.56554 -0.66150  -0.30
H 1.96068 -0.36399 -2.94382  0.39
H 2.34008 0.84044 -1.94895  0.31
H 4.58912 -0.25500 -1.97046  0.32
N 1.05456 -2.47428 -2.46417  -0.25
C -0.27733 -2.60076 -2.59302  0.13
N -0.78236 -3.55947 -3.38972  -0.77
C -2.11649 -3.59427 -3.40501  0.29
N -2.69767 -4.52575 -4.23528  -0.45
N -2.95093 -2.82317 -2.69946  -0.79
C -2.30942 -1.90459 -1.96590  -0.09
N -1.01280 -1.74045 -1.89356  0.24
C -3.09667 -0.98475 -1.09706  0.58
C -4.44487 -1.16907 -0.82780  -0.64
C -5.04985 -0.29505 0.06279  -0.56
C -4.28797 0.72156 0.62574  -0.90
C -2.94894 0.82837 0.25535  -0.15
N -2.37308 -0.01336 -0.59055  0.60
H 1.63092 -3.18882 -2.86900  0.21
H 1.40996 -1.92986 -1.67043  0.26
H -2.08306 -5.26889 -4.52096  0.27
H -3.64054 -4.77927 -3.99638  0.26
H -4.97989 -1.98113 -1.29837  0.50
H -6.09622 -0.41270 0.31974  0.38
H -4.70504 1.41556 1.34385  0.48
H -2.32269 1.61609 0.65276  0.16

The value obtained for the HOMO energy is -3.235 eV. Its total charge is -2.

***

Most stable to least stable, the ends of the list are i and ii.